--- one ---
Formula: CH4N2O2
Source: OMol25
Level of theory: wB97M-V/def2-TZVPD

Geometry as XYZ:
```
9
Properties=species:S:1:pos:R:3:lowdin_charge:R:1
H -1.5261 0.2335 -0.0667 0.044
N -1.6369 -0.5029 0.5638 0.087
N -1.7264 -0.1497 1.7317 -0.360
O -1.9348 0.9081 2.2485 -0.029
H -1.7157 -1.0588 2.4298 0.223
C 1.6611 0.0269 -0.4187 -0.087
O 0.5895 -0.0302 0.1471 -0.041
H 2.5800 -0.5162 -0.0889 0.089
H 1.8826 0.8262 -1.1163 0.073
```

Computed properties:
SMILES: [H]/N=[NH+]\[O-].C=O
Highest occupied orbital energy in eV: -9.7
Charge: 0
HOMO-LUMO gap in Ha: 0.3725

--- two ---
Formula: CH4N2O2
Source: OMol25
Level of theory: wB97M-V/def2-TZVPD

Geometry as XYZ:
```
9
Properties=species:S:1:pos:R:3:lowdin_charge:R:1
C -0.8182 -0.1655 -0.1096 -0.156
O -0.1076 0.9345 0.3933 -0.149
N 1.4744 0.7879 0.0797 0.027
N 2.0898 -0.3048 0.0569 -0.139
O 3.1920 -0.1434 -0.4075 -0.054
H -0.0562 -0.6858 -0.8131 0.094
H -1.7872 0.1856 -0.5787 0.099
H -1.0341 -0.9517 0.6900 0.093
H 1.6762 1.7560 -0.2677 0.186
```

Computed properties:
SMILES: CONN=O
Highest occupied orbital energy in eV: -9.9
Charge: 0
HOMO-LUMO gap in Ha: 0.3805

--- three ---
Formula: CH4N2O2
Source: OMol25
Level of theory: wB97M-V/def2-TZVPD

Geometry as XYZ:
```
9
Properties=species:S:1:pos:R:3:lowdin_charge:R:1
C 1.3016 -0.8795 0.0027 -0.046
N 1.4711 0.3677 0.3495 -0.116
N -1.0063 0.8386 0.1049 -0.036
O 0.6793 1.3534 0.1755 -0.104
O -0.9694 -0.3513 0.5704 -0.184
H 0.4543 -1.3079 -0.6559 0.093
H 2.0811 -1.5968 0.3459 0.073
H -1.3014 0.9087 -0.8151 0.115
H -1.5874 1.4668 0.7868 0.204
```

Computed properties:
Highest occupied orbital energy in eV: -8.6
Charge: 0
HOMO-LUMO gap in Ha: 0.3191

--- four ---
Formula: CH4N2O2
Source: OMol25
Level of theory: wB97M-V/def2-TZVPD

Geometry as XYZ:
```
9
Properties=species:S:1:pos:R:3:lowdin_charge:R:1
O -1.7340 -0.9844 0.1988 -0.135
N -1.5244 0.5035 -0.2434 0.051
C -0.3506 0.9716 -0.0173 -0.257
N 0.8128 0.3310 0.3378 -0.025
O 0.8961 -0.9508 -0.3310 -0.080
H -0.8190 -1.3185 -0.1471 0.060
H -0.2930 2.0728 -0.1812 0.133
H 1.6205 0.8095 -0.0014 0.115
H 1.3917 -1.4347 0.3849 0.139
```

Computed properties:
SMILES: O/N=C\NO
Highest occupied orbital energy in eV: -9.6
Charge: 0
HOMO-LUMO gap in Ha: 0.3694

Energies in hartree, measured from the most stable structure: one 0.0036; two 0.0495; three 0.0889; four 0.0000.